(1)
DFT (ωB97M-V with the def2-TZVPD basis set) results for a structure of composition C26H29F6N3O4PS3Zr.

## Properties
- Charge: 0
- Lowest unoccupied orbital energy (spin up / spin down): -0.03 / -1.23 eV
- ⟨S²⟩: 0.789
- 2S+1: 2

Positions of all 73 atoms, in Å:
Zr: -0.0585 1.7737 0.8525
O: -1.8552 2.7996 1.7235
C: -3.2258 2.8640 1.2597
C: -4.1905 2.3928 2.3267
C: -3.8639 1.0357 2.9507
C: -3.6262 -0.1311 2.0374
C: -4.4020 -1.2742 2.2241
C: -4.1783 -2.4010 1.4560
C: -3.1769 -2.3526 0.5045
C: -2.4503 -1.1791 0.3794
N: -2.6496 -0.0875 1.1168
H: -1.7755 2.8735 2.7052
H: -3.2671 2.2370 0.3722
H: -3.4205 3.8984 0.9689
H: -5.1894 2.3776 1.8819
H: -4.2306 3.1319 3.1314
H: -4.6994 0.7746 3.6022
H: -2.9955 1.1253 3.6009
H: -5.1764 -1.2682 2.9787
H: -4.7737 -3.2925 1.6008
H: -2.9444 -3.1925 -0.1338
H: -1.6538 -1.1153 -0.3435
O: 0.0694 0.6319 2.6085
S: 0.5018 1.7299 3.6323
O: 0.7599 2.8149 2.5831
O: 1.6911 1.3216 4.3293
S: -0.9618 2.2748 4.7731
C: 3.3315 -1.0475 2.9795
N: 2.9739 -0.2473 1.8266
C: 3.2504 1.0481 1.6826
S: 2.6619 1.8445 0.2690
N: 3.9718 1.6789 2.6059
C: 4.1923 3.1196 2.6059
H: 3.1244 -2.0890 2.7490
H: 2.7555 -0.7545 3.8589
H: 4.3992 -0.9500 3.1862
H: 2.3192 -0.6125 1.1497
H: 3.9954 1.2405 3.5164
H: 4.5412 3.4333 1.6270
H: 4.9568 3.3395 3.3483
H: 3.2718 3.6513 2.8469
F: -1.2843 2.3347 -0.9151
P: -0.4489 3.7402 -1.6035
F: 0.3832 4.9887 -2.0308
F: 0.0946 3.8766 0.0240
F: -1.0313 3.3816 -3.0085
F: 0.7843 2.7320 -1.7829
F: -1.7173 4.5808 -1.1801
C: 0.3773 -0.0221 -0.3648
C: 0.5613 -0.8201 -1.2847
C: 0.7767 -1.7029 -2.3288
C: -0.0860 -1.6517 -3.4986
C: -1.3378 -1.0219 -3.4227
C: -2.1550 -0.9313 -4.5317
C: -1.7426 -1.4556 -5.7490
C: -0.4968 -2.0606 -5.8484
C: 0.3261 -2.1578 -4.7407
C: 1.9110 -2.6166 -2.1987
C: 1.8780 -3.9242 -2.6933
C: 2.9590 -4.7700 -2.5149
C: 4.0937 -4.3293 -1.8475
C: 4.1368 -3.0340 -1.3498
C: 3.0571 -2.1869 -1.5178
H: -1.6565 -0.5910 -2.4838
H: -3.1169 -0.4424 -4.4498
H: -2.3806 -1.3809 -6.6194
H: -0.1557 -2.4481 -6.7995
H: 1.3079 -2.5985 -4.8419
H: 0.9913 -4.2882 -3.1947
H: 2.9098 -5.7820 -2.8951
H: 4.9383 -4.9923 -1.7174
H: 5.0198 -2.6757 -0.8365
H: 3.1009 -1.1690 -1.1480

Cartesian forces (eV/Å) of the 3 atoms listed first:
0.51 -0.17 0.33
0.20 -0.16 -0.02
0.03 0.04 -0.02

Let us look at the natural (NBO) charges, expressed in e, one per atom:
1. Zr 2.2423
2. O -0.8290
3. C -0.0557
4. C -0.4212
5. C -0.4598
6. C 0.2394
7. C -0.2510
8. C -0.1538
9. C -0.2545
10. C 0.0508
11. N -0.4659
12. H 0.5317
13. H 0.2126
14. H 0.2014
15. H 0.2214
16. H 0.2166
17. H 0.2173
18. H 0.2540
19. H 0.2166
20. H 0.2192
21. H 0.2245
22. H 0.2231
23. O -1.0335
24. S 2.1278
25. O -1.0470
26. O -0.9559
27. S -0.5093
28. C -0.4413
29. N -0.5635
30. C 0.3941
31. S -0.2177
32. N -0.5716
33. C -0.4133
34. H 0.2269
35. H 0.2329
36. H 0.2011
37. H 0.4430
38. H 0.4170
39. H 0.2263
40. H 0.2072
41. H 0.2257
42. F -0.5927
43. P 2.6338
44. F -0.5436
45. F -0.5711
46. F -0.5444
47. F -0.5367
48. F -0.5498
49. C -0.6352
50. C 0.0620
51. C -0.1133
52. C 0.0158
53. C -0.2136
54. C -0.1956
55. C -0.2086
56. C -0.2099
57. C -0.2181
58. C -0.0698
59. C -0.1512
60. C -0.2280
61. C -0.2135
62. C -0.1994
63. C -0.2045
64. H 0.2173
65. H 0.2141
66. H 0.2134
67. H 0.2143
68. H 0.2208
69. H 0.2119
70. H 0.2138
71. H 0.2136
72. H 0.2125
73. H 0.2268

***

(2)
DFT (ωB97M-V with the def2-TZVPD basis set) results for a structure of composition C18H12FeN3O3.

## Properties
- Charge: +1
- Lowest unoccupied orbital energy (spin up / spin down): -5.41 / -6.76 eV
- ⟨S²⟩: 6.118
- 2S+1: 5

Positions of all 37 atoms, in Å:
C: -0.0005 0.8776 -0.7711
N: 0.8742 1.6689 -1.7366
N: 1.8733 2.1627 -1.9780
C: -1.4093 1.1356 -1.3020
C: -2.3412 0.0882 -1.4351
C: -3.7164 0.3658 -1.6359
C: -4.1585 1.6776 -1.8403
C: -5.5173 1.9051 -2.2788
N: -6.5891 2.0974 -2.7132
C: -3.2430 2.7408 -1.7400
C: -1.8884 2.4380 -1.5100
H: 0.1486 -0.1579 -1.1299
H: -2.0409 -0.9460 -1.3107
H: -4.4732 -0.4344 -1.6250
H: -3.5820 3.7895 -1.8459
H: -1.1939 3.2776 -1.4681
O: 4.1168 -4.1431 1.3875
C: 3.4479 -3.1938 1.3734
Fe: 2.5847 -1.7449 0.8752
C: 4.0263 -1.1894 -0.0115
O: 4.9964 -1.2503 -0.6436
C: 1.7876 -2.4893 -0.5283
O: 1.6991 -3.0961 -1.5077
C: 0.2600 0.8996 0.9039
C: -0.5207 -0.1521 1.5938
C: -0.0662 -1.4694 1.7147
C: 1.1118 -1.8631 2.4264
C: 2.1004 -0.9756 2.8090
C: 2.5345 0.0771 1.9566
C: 1.7173 0.6185 0.9173
H: -0.0082 1.9589 1.1158
H: -1.5591 0.1268 1.8008
H: -0.6729 -2.3190 1.3439
H: 1.1177 -2.8424 2.8857
H: 2.7131 -1.2128 3.6823
H: 3.5871 0.4502 2.1315
H: 2.2841 1.1238 0.0938

Cartesian forces (eV/Å) of the 3 atoms listed first:
-1.02 -1.32 -0.43
-1.38 -0.39 -0.82
1.03 0.19 1.06

Let us look at the natural (NBO) charges, expressed in e, one per atom:
1. C -0.0798
2. N -0.1017
3. N 0.0368
4. C -0.0736
5. C -0.2040
6. C -0.1517
7. C -0.1494
8. C 0.2475
9. N -0.2440
10. C -0.1618
11. C -0.1411
12. H 0.2295
13. H 0.2138
14. H 0.2453
15. H 0.2507
16. H 0.2162
17. O -0.4231
18. C 0.5390
19. Fe -0.0376
20. C 0.5888
21. O -0.3962
22. C 0.5693
23. O -0.4033
24. C -0.3478
25. C -0.0089
26. C -0.1386
27. C -0.2809
28. C -0.2021
29. C -0.2824
30. C -0.1636
31. H 0.2776
32. H 0.2552
33. H 0.2623
34. H 0.2762
35. H 0.2645
36. H 0.2860
37. H 0.2329

***

(3)
DFT (ωB97M-V with the def2-TZVPD basis set) results for an isolated molecule of C2H4N2O.

## Properties
- SMILES: [H]/N=N\C(C)=O
- Relative energy (zero: lowest compared OMol25 entry of this formula, charge and spin): 2.341 eV
- Charge: 0
- Lowest unoccupied orbital energy: -1.34 eV

Positions of all 9 atoms, in Å:
H: -2.2981 0.8556 -0.0596
N: -2.0660 0.2479 -0.8656
N: -0.8424 -0.0470 -1.0395
C: -0.1652 0.1054 0.1351
C: 1.2651 -0.3412 0.1614
O: -0.7533 0.5204 1.1543
H: 1.6293 -0.5304 -0.8511
H: 1.3539 -1.2552 0.7528
H: 1.8768 0.4446 0.6123

Cartesian forces (eV/Å) of the 3 atoms listed first:
0.88 -0.70 0.62
0.83 0.01 -3.24
-4.61 -0.27 -0.98

Let us look at the natural (NBO) charges, expressed in e, one per atom:
1. H 0.3323
2. N -0.1823
3. N -0.2361
4. C 0.6187
5. C -0.7152
6. O -0.5523
7. H 0.2332
8. H 0.2527
9. H 0.2491

***

(4)
DFT (ωB97M-V with the def2-TZVPD basis set) results for an isolated molecule of C9H9NO3.

## Properties
- SMILES: C/C(=C(\O)c1ccccc1)[N+](=O)[O-]
- Relative energy (zero: lowest compared OMol25 entry of this formula, charge and spin): 3.463 eV
- Charge: 0
- Lowest unoccupied orbital energy: -0.46 eV

Positions of all 22 atoms, in Å:
C: -1.4612 -3.0039 0.5166
C: -1.0895 -1.5418 0.4396
C: -0.1727 -0.9644 -0.4112
O: 0.3784 -1.8887 -1.3067
C: 0.3181 0.4091 -0.4862
C: 1.7305 0.4983 -0.2981
C: 2.3282 1.6918 -0.1822
C: 1.6039 2.8219 -0.3214
C: 0.1715 2.8094 -0.4997
C: -0.4409 1.5990 -0.6003
N: -1.8003 -0.6749 1.3874
O: -2.7288 -1.2565 2.0194
O: -1.4752 0.5258 1.4885
H: -1.6596 -3.3136 1.5756
H: -2.3436 -3.1355 -0.1107
H: -0.7375 -3.6708 -0.0126
H: 1.3308 -1.5686 -1.4154
H: 2.3086 -0.3572 0.0977
H: 3.4209 1.6180 -0.1586
H: 2.1897 3.7878 -0.3309
H: -0.4044 3.7416 -0.6477
H: -1.4669 1.8731 -0.7431

Cartesian forces (eV/Å) of the 3 atoms listed first:
0.26 -0.26 -0.42
0.98 0.95 -0.33
-1.78 -2.43 0.32

Let us look at the natural (NBO) charges, expressed in e, one per atom:
1. C -0.6556
2. C 0.0012
3. C 0.3604
4. O -0.6655
5. C -0.0962
6. C -0.2178
7. C -0.2259
8. C -0.1814
9. C -0.2015
10. C -0.1588
11. N 0.5007
12. O -0.3960
13. O -0.3921
14. H 0.2513
15. H 0.2313
16. H 0.2415
17. H 0.4895
18. H 0.2161
19. H 0.2193
20. H 0.2164
21. H 0.2229
22. H 0.2402

***

Maximum force (computed, hartree/bohr): 0.0123; 0.1113; 0.1123; 0.0714